Record 1
Density functional theory data (the ωB97M-V functional and the def2-TZVPD basis) for a cluster of 12 separate species, C36H105N9O12 in total.

Positions of all 162 atoms, in Å:
C 0.75997 2.47438 5.63126
O 1.26059 2.74786 6.94971
C 2.38714 1.86403 7.22645
C 2.99487 2.39998 8.50676
C 4.33318 1.79801 8.94948
N 1.90817 2.34103 9.43697
H 0.82027 1.47496 5.20042
H 0.96975 3.20558 4.85060
H -0.32507 2.54650 5.70596
H 2.13030 0.80766 7.30526
H 3.10310 2.06186 6.42872
H 3.30079 3.42192 8.28286
H 4.25715 0.76435 8.61202
H 4.68721 1.91596 9.97362
H 5.07819 2.30329 8.33488
H 1.87950 1.38764 9.76914
H 1.15327 2.29255 8.76774
C -1.82513 -7.11850 5.07759
O -1.38628 -8.03082 5.97025
C -2.23212 -9.12798 6.25928
C -1.66052 -10.13402 7.24041
C -2.16341 -11.56277 6.93676
N -1.89983 -9.74821 8.65623
H -2.15755 -7.63282 4.17589
H -0.92732 -6.53348 4.87815
H -2.50515 -6.31706 5.36633
H -3.23027 -8.92024 6.64480
H -2.50500 -9.54201 5.28860
H -0.60384 -10.18448 6.97777
H -2.06822 -11.89653 5.90349
H -3.24503 -11.65184 7.03813
H -1.71862 -12.29603 7.60950
H -1.34120 -8.92410 8.82617
H -1.54717 -10.41556 9.32733
C -3.72563 7.61558 -2.17860
O -4.28747 6.55546 -1.40358
C -4.30510 6.95440 0.00694
C -3.00805 6.71460 0.81834
C -2.24201 5.38194 0.45980
N -3.32684 6.37792 2.20964
H -3.22975 7.11862 -3.01241
H -2.95726 8.23405 -1.71470
H -4.55090 8.24927 -2.50336
H -4.61699 7.98790 0.15760
H -5.12720 6.49983 0.55977
H -2.32637 7.54049 1.02159
H -1.69966 5.44698 -0.48346
H -2.99351 4.59399 0.41012
H -1.42184 5.14428 1.13726
H -4.31196 6.29068 2.41463
H -2.89761 7.15718 2.68778
C 0.19609 -4.74106 -5.00682
O -0.06318 -5.08038 -6.41379
C 0.88445 -6.01392 -6.94752
C 0.41272 -6.49793 -8.28542
C 1.23909 -7.62160 -8.98707
N 0.29651 -5.41029 -9.23359
H -0.59007 -4.02449 -4.76894
H 1.21769 -4.38347 -4.87818
H 0.22573 -5.66100 -4.42292
H 1.81164 -5.45356 -7.06756
H 0.99715 -6.87129 -6.28396
H -0.60496 -6.83624 -8.09054
H 2.29968 -7.37057 -8.97266
H 1.02521 -7.76650 -10.04601
H 1.13064 -8.56116 -8.44525
H 1.22030 -5.05199 -9.42935
H -0.27701 -4.66770 -8.85977
C -5.82165 -3.86456 7.03551
O -5.19955 -2.64139 6.60512
C -4.85531 -1.62243 7.53844
C -3.92597 -2.02834 8.67989
C -4.08447 -1.10930 9.84126
N -2.54668 -2.15374 8.24597
H -6.07835 -4.51070 6.19604
H -6.77251 -3.76738 7.55945
H -5.14032 -4.44974 7.65312
H -4.36134 -0.80583 7.01190
H -5.73312 -1.08648 7.89943
H -4.25140 -2.98748 9.08271
H -3.28952 -1.30034 10.56214
H -5.05907 -1.33537 10.27387
H -3.96959 -0.04984 9.61225
H -2.47485 -2.03270 7.24583
H -2.07101 -2.97216 8.59815
C -5.14507 2.99408 -8.93466
O -5.01072 2.83241 -7.50460
C -4.30788 1.60348 -7.10581
C -4.10208 1.64051 -5.55014
C -3.67366 3.01508 -5.02214
N -3.14649 0.72752 -4.98553
H -4.18635 3.44815 -9.18520
H -5.90365 3.70170 -9.26922
H -5.14365 2.07533 -9.52117
H -4.93018 0.80064 -7.50116
H -3.28409 1.63509 -7.47857
H -5.06768 1.50172 -5.06388
H -2.80754 3.40182 -5.55915
H -3.49482 3.27815 -3.97959
H -4.60120 3.55395 -5.21552
H -3.29820 -0.17025 -5.42269
H -3.43776 0.55537 -4.03388
C 7.18162 1.43025 -5.31643
O 7.17504 1.09187 -3.91046
C 8.46403 1.25917 -3.26858
C 8.35320 1.33647 -1.80227
C 7.95116 2.77271 -1.29061
N 9.73800 1.12933 -1.28940
H 7.16008 2.51056 -5.17306
H 6.31053 1.01658 -5.82455
H 8.12262 1.09742 -5.75446
H 9.01066 0.36787 -3.57660
H 9.07160 2.05468 -3.70001
H 7.69859 0.60711 -1.32518
H 8.63817 3.40177 -1.85664
H 8.10427 2.92916 -0.22282
H 6.90262 2.92293 -1.54769
H 10.20755 2.00826 -1.45399
H 10.32739 0.53331 -1.85286
C 3.47009 4.52652 -4.65168
O 3.61312 5.93668 -4.97158
C 4.83931 6.39358 -5.61373
C 4.72007 7.84989 -6.15754
C 5.78990 8.22491 -7.18453
N 4.72792 8.78059 -5.06862
H 3.71595 3.99295 -5.56981
H 2.41232 4.41513 -4.41330
H 4.20577 4.34880 -3.86728
H 5.62707 6.26430 -4.87155
H 5.07631 5.62419 -6.34854
H 3.83218 7.83663 -6.78967
H 5.58169 8.94018 -7.98024
H 6.08486 7.39704 -7.82930
H 6.69577 8.67032 -6.77328
H 4.37414 8.31244 -4.24657
H 4.01663 9.48106 -5.22193
C 2.00310 0.31252 0.19319
O 0.78842 0.13794 0.91561
C -0.27158 -0.38935 0.20999
C -1.44924 -0.61941 1.14077
C -1.34343 -1.93609 1.88297
N -2.71030 -0.74874 0.46689
H 1.80085 0.86990 -0.72143
H 2.47248 -0.61980 -0.12075
H 2.79581 0.77989 0.77739
H -0.60656 0.35739 -0.50991
H 0.13482 -1.20369 -0.38984
H -1.47845 0.23869 1.81227
H -0.35260 -1.97478 2.33555
H -1.28133 -2.83733 1.27304
H -2.06215 -2.04431 2.69526
H -3.40604 -0.93382 1.17527
H -2.65006 -1.67490 0.06851
O -5.69562 -3.15886 -2.30234
H -5.53706 -2.42499 -1.70860
H -6.64354 -3.15952 -2.43528
O -6.47732 -2.71182 2.25951
H -6.58611 -2.82793 3.20340
H -7.36654 -2.75673 1.90811
O 3.95586 -0.80659 -3.79956
H 3.19466 -0.55505 -4.32256
H 4.67215 -0.27538 -4.14737

## Properties
* HOMO-LUMO gap: 9.2299 eV
* LUMO: 0.29 eV
* HOMO: -8.94 eV
* SMILES: COC[C@H](C)N.COC[C@H](C)N.COC[C@H](C)N.COC[C@H](C)N.COC[C@H](C)N.COC[C@H](C)N.COC[C@H](C)N.COC[C@H](C)N.COC[C@H](C)N.O.O.O

---

Record 2
Density functional theory data (the ωB97M-V functional and the def2-TZVPD basis) for a cluster of 2 separate species, C7H16BrP in total.

Positions of all 25 atoms, in Å:
C 0.12568 -2.58616 0.19239
C 2.59979 -2.52522 -0.23715
C -1.26615 1.09098 -1.22698
C -2.18035 1.33050 1.16174
C -0.56203 3.06784 0.18308
C 1.31151 -1.70515 -0.17911
C -1.29584 1.79730 0.07438
P 1.47059 -0.31663 1.08233
Br 2.55383 1.12000 -0.18298
H 0.32880 -3.13551 1.11163
H -0.77745 -1.99230 0.35074
H -0.06904 -3.30665 -0.60160
H 3.45269 -1.90108 -0.50715
H 2.50991 -3.32031 -0.97760
H 2.80282 -2.98014 0.73388
H -0.34857 1.32542 -1.76612
H -1.35143 0.01241 -1.10413
H -2.10910 1.40596 -1.85603
H -3.09240 1.93749 1.19133
H -1.70071 1.43963 2.13373
H -2.47552 0.29310 1.02149
H 0.51445 2.88618 0.08654
H -0.81503 3.73004 -0.64813
H -0.75269 3.57663 1.12303
H 1.12623 -1.24436 -1.15931

## Properties
* HOMO-LUMO gap (spin up / spin down): 8.5969 / 5.8104 eV
* LUMO (spin up / spin down): 0.65 / -0.91 eV
* HOMO (spin up / spin down): -7.95 / -6.72 eV

---

Record 3
Density functional theory data (the ωB97M-V functional and the def2-TZVPD basis) for a cluster of 2 separate species, ClH2O2P in total.

Positions of all 6 atoms, in Å:
O -1.39233 -0.56066 -0.48658
O 0.33727 1.37291 0.66805
P 0.73121 0.53570 -0.61473
Cl 1.89220 -0.89858 0.15064
H -1.28755 -1.37001 -0.97736
H -0.28081 0.92064 1.25998

## Properties
* HOMO-LUMO gap (spin up / spin down): 9.1063 / 9.1046 eV
* LUMO (spin up / spin down): -0.93 / -0.93 eV
* HOMO (spin up / spin down): -10.04 / -10.04 eV

---

Record 4
Density functional theory data (the ωB97M-V functional and the def2-TZVPD basis) for the molecule C9H22N2Si.

Positions of all 34 atoms, in Å:
C -2.19977 1.38399 -0.93648
C -1.73348 0.30755 -0.30324
Si 0.16781 0.05345 -0.07775
N 0.85315 0.99582 1.52717
C 0.22766 1.01587 2.78037
C -0.35089 2.39277 3.16233
N 0.42904 -1.64907 0.26612
C -0.48786 -2.67102 0.71481
C -1.09613 -3.36647 -0.45791
C 1.48104 0.48691 -1.46793
C 1.07602 1.73569 -2.25178
C 1.63871 -0.79416 -2.47004
H -3.13924 1.65560 -1.07314
H -1.66504 1.95220 -1.68800
H -2.37184 -0.13927 0.37515
H 1.65312 1.60334 1.40221
H 0.88964 0.73493 3.62218
H -0.62740 0.26773 2.73034
H -1.44979 2.36808 3.07153
H -0.25257 2.59666 4.24030
H 0.18778 3.28744 2.68159
H 1.21308 -1.97554 -0.23548
H -1.10097 -2.09819 1.45242
H 0.08054 -3.34999 1.28875
H -1.60905 -2.51356 -0.96821
H -0.44273 -3.77788 -1.13379
H -1.95275 -4.16117 -0.09400
H 2.54024 0.60517 -0.98132
H 0.17535 1.44984 -2.83040
H 0.81029 2.60373 -1.59633
H 1.86242 2.05962 -2.80860
H 0.71726 -1.32522 -2.67695
H 2.36274 -1.47036 -1.97582
H 2.11366 -0.26447 -3.28810

## Properties
* HOMO-LUMO gap: 8.7222 eV
* LUMO: 0.92 eV
* HOMO: -7.80 eV
* SMILES: C=C[Si](NCC)(NCC)C(C)C